ORCA calculation (ωB97M-V/def2-TZVPD) on the ion CH2N2O4S2 with charge -2 at a distorted geometry.

As for the expectation value of S²: 2.01. The HOMO energy (spin up / spin down) comes out at 1.71 / 0.01 eV. As for the spin multiplicity: 3. The net charge is -2. Its energy is -1245.9927 a.u.

Last column: Löwdin charge in e.
Element x y z (Å)
C (0.03396, 0.33903, 0.17947)  -0.59
N (2.36308, -0.14007, -0.07446)  -0.08
N (1.13122, 0.22197, -0.57199)  -0.23
O (-0.67657, -2.08558, -1.29418)  -0.56
O (-0.69921, 2.85817, 0.01584)  -0.62
O (-0.48478, -2.17492, 1.18658)  -0.55
O (-2.38091, 1.09401, 0.50503)  -0.62
S (-1.05192, -1.49460, 0.01755)  0.65
S (-1.28385, 1.49385, -0.37453)  0.54
H (0.07111, 0.27674, 1.29854)  0.08
H (2.97787, -0.38859, -0.88783)  -0.03

***

ORCA calculation (ωB97M-V/def2-TZVPD) on a structure of composition C3H10N2 at a distorted geometry.

The HOMO energy comes out at -7.66 eV. The net charge is 0. Its energy is -229.6665 a.u.

Last column: Löwdin charge in e.
Element x y z (Å)
C (-0.38065, 0.04730, 0.47179)  -0.37
C (0.74916, 0.22339, -0.41040)  -0.16
C (-1.22938, 1.01973, -0.99294)  -0.05
N (-0.98662, -1.17073, 0.65257)  0.05
N (1.93755, -0.50573, 0.76190)  -0.06
H (-0.44762, 0.71657, 1.32304)  0.13
H (-1.06138, -1.50003, 1.60249)  0.09
H (-0.79490, -1.88345, -0.03678)  0.09
H (2.53193, 0.17281, 1.23032)  -0.01
H (2.10019, -1.50996, 0.74987)  -0.01
H (0.83745, -0.44078, -1.26090)  0.10
H (1.18236, 1.21028, -0.46608)  0.10
H (-2.15496, 0.46098, -1.10827)  0.03
H (-0.85963, 1.18232, -2.00320)  0.03
H (-1.42349, 1.97729, -0.51337)  0.03

***

ORCA calculation (ωB97M-V/def2-TZVPD) on a structure of composition C27H55HgN3O3 at a distorted geometry.

The HOMO energy comes out at -6.66 eV. The net charge is 0. Its energy is -1604.8993 a.u.

Last column: Löwdin charge in e.
Element x y z (Å)
Hg (15.61848, 8.78469, 16.43852)  1.29
C (14.67885, 12.26520, 15.38223)  -0.03
C (16.18211, 12.53808, 15.26319)  -0.48
C (16.57175, 13.64703, 16.27646)  -0.15
C (18.05304, 13.89726, 16.41721)  -0.20
C (18.62257, 12.63782, 16.96573)  -0.16
C (18.38065, 11.44939, 16.01722)  -0.51
N (16.96849, 11.33779, 15.64804)  -0.18
O (16.65444, 10.16230, 14.92798)  -0.31
C (18.75260, 10.21607, 16.84521)  -0.06
C (19.37970, 11.56640, 14.85352)  -0.02
C (16.51033, 13.14358, 13.88218)  -0.03
H (14.13859, 12.86788, 14.64934)  0.07
H (14.22763, 12.53194, 16.33775)  0.08
H (14.48494, 11.23677, 15.07326)  0.05
H (16.19592, 13.38763, 17.27558)  0.10
H (15.85075, 14.46865, 16.19068)  0.13
H (18.28377, 14.72848, 17.09123)  0.12
H (18.58409, 14.22660, 15.52100)  0.10
H (18.37645, 12.51668, 18.02397)  0.11
H (19.70717, 12.77070, 17.05909)  0.12
H (18.76329, 9.32919, 16.20952)  0.06
H (18.27951, 10.10046, 17.82057)  0.05
H (19.79542, 10.30604, 17.17530)  0.09
H (19.21875, 10.75606, 14.14018)  0.08
H (20.38733, 11.41430, 15.24304)  0.08
H (19.29706, 12.53059, 14.35588)  0.07
H (15.68887, 13.68892, 13.40657)  0.07
H (16.58344, 12.36953, 13.11122)  0.08
H (17.35463, 13.82672, 13.91724)  0.06
C (14.62963, 9.78157, 20.97164)  -0.03
C (15.67937, 10.00096, 19.87770)  -0.50
C (16.98651, 10.51524, 20.55412)  -0.15
C (17.81789, 9.46625, 21.29800)  -0.17
C (18.17982, 8.40024, 20.25946)  -0.15
C (16.95000, 7.79655, 19.56424)  -0.48
N (15.94551, 8.78808, 19.08419)  -0.23
O (14.76904, 8.18553, 18.53931)  -0.27
C (16.37991, 6.65018, 20.40671)  -0.03
C (17.52953, 7.05870, 18.32638)  -0.08
C (15.36357, 11.10842, 18.87609)  -0.07
H (15.08916, 9.22859, 21.79663)  0.07
H (13.75177, 9.19664, 20.70469)  0.08
H (14.35791, 10.72935, 21.44186)  0.08
H (16.63407, 11.26078, 21.27408)  0.12
H (17.60910, 11.09446, 19.86972)  0.10
H (17.18444, 9.13697, 22.12446)  0.10
H (18.71739, 9.93816, 21.69394)  0.11
H (18.71491, 7.62268, 20.80723)  0.11
H (18.92708, 8.94354, 19.67733)  0.11
H (17.15048, 6.37711, 21.13062)  0.08
H (16.12289, 5.76248, 19.83188)  0.08
H (15.49530, 6.88499, 21.00159)  0.08
H (18.42506, 6.50484, 18.61933)  0.09
H (17.93825, 7.75232, 17.57894)  0.04
H (16.88558, 6.43030, 17.71028)  0.05
H (15.05659, 12.03081, 19.38010)  0.09
H (14.57005, 10.90589, 18.15005)  0.06
H (16.18961, 11.40385, 18.22481)  0.05
C (15.97853, 4.95779, 13.78263)  -0.03
C (16.13744, 6.49095, 13.93304)  -0.48
C (16.12860, 7.13971, 12.54506)  -0.12
C (14.74524, 7.15675, 11.87576)  -0.18
C (13.72438, 7.82512, 12.82057)  -0.12
C (13.63488, 7.08899, 14.19224)  -0.51
N (14.99356, 7.07826, 14.73208)  -0.13
O (14.94287, 6.47269, 16.02235)  -0.12
C (12.68411, 7.94683, 15.05925)  -0.04
C (12.99484, 5.72093, 13.92715)  -0.02
C (17.43498, 6.68324, 14.65274)  -0.05
H (15.49928, 4.64370, 12.85468)  0.08
H (15.60297, 4.38025, 14.62859)  0.08
H (16.97036, 4.51375, 13.65627)  0.09
H (16.54868, 8.14720, 12.57888)  0.12
H (16.70114, 6.60984, 11.77982)  0.13
H (14.50909, 6.18032, 11.44870)  0.10
H (14.76147, 7.77769, 10.97606)  0.11
H (12.73222, 8.00918, 12.40707)  0.12
H (14.12816, 8.83207, 12.96164)  0.12
H (11.66057, 7.86349, 14.68898)  0.09
H (12.72464, 7.49261, 16.05024)  0.08
H (12.81863, 9.02952, 15.04667)  0.07
H (13.40147, 5.31936, 12.99782)  0.06
H (13.27659, 4.92918, 14.62768)  0.08
H (11.91441, 5.65477, 13.81737)  0.09
H (17.40053, 7.72618, 15.00262)  0.04
H (18.35203, 6.74694, 14.06835)  0.11
H (17.54569, 6.04564, 15.52726)  0.08
H (14.71068, 5.54293, 15.86189)  0.09

***

ORCA calculation (ωB97M-V/def2-TZVPD) on the molecule ClH4N2OP at a distorted geometry.

Its SMILES is NP(O)NCl. The HOMO energy (spin up / spin down) comes out at -9.50 / -9.50 eV. The net charge is 0. Its energy is -988.6413 a.u.

Last column: Löwdin charge in e.
Element x y z (Å)
N (0.75805, 0.94420, 0.84303)  -0.12
P (-0.93294, 0.53528, -0.50468)  0.83
O (-1.60179, -0.23974, 0.74578)  -0.38
N (-0.27972, -0.96845, -1.05836)  -0.73
Cl (0.78141, -1.20571, -2.41206)  0.49
H (0.53111, 1.83284, 1.16748)  -0.07
H (1.49857, 1.07391, 0.19326)  -0.05
H (-0.84363, -0.66159, 1.21490)  0.04
H (0.08893, -1.31073, -0.18935)  -0.01

***

ORCA calculation (ωB97M-V/def2-TZVPD) on the molecule C5H10N2O at a distorted geometry.

Its SMILES is [H]/N=[N+]([O-])/C=C(/C)CC. The HOMO energy comes out at -9.30 eV. The net charge is 0. Its energy is -381.0994 a.u.

Last column: Löwdin charge in e.
Element x y z (Å)
H (1.03635, 2.51770, 2.87230)  0.09
N (1.12003, 1.53896, 2.59916)  0.18
N (0.23711, 1.18891, 1.82406)  -0.22
O (-0.91601, 2.23050, 1.41250)  -0.21
C (0.03790, -0.10178, 1.40269)  -0.07
C (-0.35118, -0.48237, 0.17667)  -0.25
C (-0.53141, -1.94149, -0.09811)  -0.05
C (-0.50167, 0.44982, -0.97700)  -0.21
C (0.60545, 0.19764, -2.00470)  -0.08
H (0.26310, -0.83506, 2.16816)  0.13
H (-0.89958, -2.46051, 0.78182)  0.08
H (-1.22465, -2.09115, -0.92297)  0.09
H (0.42329, -2.39015, -0.37150)  0.09
H (-0.47172, 1.48121, -0.62963)  0.09
H (-1.47184, 0.28113, -1.44863)  0.12
H (0.62708, -0.84636, -2.31080)  0.07
H (0.43948, 0.80989, -2.88655)  0.07
H (1.57827, 0.45311, -1.58747)  0.08

***

ORCA calculation (ωB97M-V/def2-TZVPD) on a structure of composition C14H9Cl5FeI2LaO4S at a distorted geometry.

As for the expectation value of S²: 8.88. The HOMO energy (spin up / spin down) comes out at -21.67 / -20.73 eV. As for the spin multiplicity: 6. The net charge is +4. Its energy is -5427.7550 a.u.

Last column: Löwdin charge in e.
Element x y z (Å)
I (1.39022, -4.00214, -0.27655)  0.65
I (1.19068, 3.51085, -0.10581)  1.16
Fe (-0.15473, 1.62475, 0.29480)  -0.26
La (0.07270, -1.30789, 0.27577)  1.18
S (1.21714, 0.32281, -1.54376)  0.69
C (-1.95149, -2.00820, -1.08205)  -0.09
C (-1.67151, -2.08123, 1.90452)  -0.07
C (0.46368, 0.01471, -3.16181)  -0.85
C (1.32574, 1.13549, -3.79129)  -0.12
C (-1.02803, 0.28384, -3.33725)  -0.06
C (0.86435, -1.37911, -3.65268)  -0.06
C (-1.00876, 2.00970, 1.86213)  -0.19
C (-1.56403, 1.98361, -0.70233)  -0.19
O (-2.10199, -2.58621, 2.85188)  0.19
O (-2.70904, -2.40453, -1.83228)  0.23
O (-1.60042, 2.44201, 2.73869)  0.25
O (-2.40587, 2.55284, -1.25426)  0.25
H (1.06857, 1.20331, -4.83783)  0.13
H (2.38706, 0.88802, -3.65537)  0.10
H (1.11939, 2.08381, -3.27589)  0.07
H (-1.37990, -0.33992, -4.17015)  0.13
H (-1.18786, 1.33721, -3.59234)  0.11
H (-1.65429, 0.03662, -2.47226)  0.03
H (0.63393, -1.42455, -4.72420)  0.13
H (0.31901, -2.18005, -3.13616)  0.06
H (1.93703, -1.54794, -3.49964)  0.10
Cl (1.36701, -2.88190, 2.52453)  0.56
C (0.68362, -1.19485, 2.98200)  -0.69
C (0.90572, -0.00080, 2.35559)  -0.24
C (0.80513, 1.28926, 3.01876)  -0.73
Cl (1.80029, 2.63533, 2.58217)  0.77
C (0.45047, 1.20156, 4.39096)  -0.66
Cl (0.38306, 2.67435, 5.24735)  0.89
C (0.09657, -0.02051, 4.96743)  -0.66
Cl (-0.51619, 0.02050, 6.53746)  0.94
C (0.30955, -1.21382, 4.34648)  -0.66
Cl (0.14321, -2.67693, 5.22337)  0.91